Record 1
Formula: C44H121N11O11
Source: the OMol25 dataset
Level of theory: wB97M-V/def2-TZVPD

Element x y z (Å)
C -0.08154 -2.28015 1.24615
C 0.04495 -1.54002 -0.07379
C -0.86029 -0.30856 -0.07715
O -0.70631 0.26125 -1.33480
C -0.64145 1.63878 -1.35927
N 1.41100 -1.09772 -0.12503
H -1.09730 -2.66116 1.35182
H 0.47120 -2.00815 2.14537
H 0.37503 -3.25730 1.08865
H -0.15474 -2.16617 -0.94336
H -0.59937 0.41356 0.69651
H -1.88617 -0.63945 0.08467
H -1.42464 2.13397 -0.78524
H -0.75746 2.01457 -2.37584
H 0.29640 1.98057 -0.92140
H 2.09629 -1.83859 -0.16506
H 1.43518 -0.58870 -0.99704
C 4.77210 -8.76539 -3.08147
C 3.69516 -8.08263 -2.25677
C 2.89296 -7.25471 -3.23389
O 3.71266 -6.34783 -3.94563
C 3.22781 -5.46488 -4.93208
N 2.90648 -9.04787 -1.59538
H 4.46564 -9.67633 -3.59564
H 5.42161 -9.20590 -2.32505
H 5.36140 -8.15650 -3.76708
H 4.15351 -7.35821 -1.58355
H 2.06627 -6.76713 -2.71722
H 2.53420 -8.10669 -3.81140
H 2.26222 -5.03035 -4.67339
H 3.19083 -5.84804 -5.95185
H 3.81824 -4.55890 -4.79529
H 2.60808 -9.77660 -2.22784
H 2.01897 -8.71346 -1.24812
C -3.53636 -9.32877 4.44620
C -3.47264 -7.72814 4.30321
C -4.51354 -7.09793 3.21194
O -4.87994 -5.73221 3.44195
C -5.91037 -5.24109 2.60127
N -3.87030 -7.13360 5.54319
H -4.53190 -9.65164 4.75075
H -2.69374 -9.74718 4.99666
H -3.46279 -9.64434 3.40548
H -2.42678 -7.50081 4.09687
H -5.44386 -7.64423 3.36743
H -4.08448 -7.19137 2.21431
H -5.67575 -5.28502 1.53772
H -6.04389 -4.18122 2.81793
H -6.90041 -5.68929 2.68508
H -4.29186 -6.27718 5.21311
H -4.54310 -7.73254 6.00001
C 8.26225 -0.26353 0.03456
C 8.42182 1.06173 0.84790
C 7.05841 1.57543 1.43521
O 7.06602 2.95356 1.84872
C 6.87679 3.87247 0.82511
N 9.30563 0.80047 1.99657
H 7.85266 -1.04118 0.67923
H 9.24419 -0.64352 -0.24740
H 7.61092 -0.09812 -0.82363
H 8.74506 1.81188 0.12620
H 6.76591 0.93488 2.26721
H 6.22254 1.39650 0.75890
H 5.96564 3.80649 0.23051
H 7.68438 3.77472 0.09962
H 6.86770 4.91772 1.13408
H 9.25746 1.46188 2.75835
H 10.24412 0.61660 1.67170
C -5.67331 5.53873 -8.08933
C -7.22693 5.68054 -8.38734
C -7.57015 6.74311 -9.45655
O -7.28904 8.05313 -8.97195
C -7.75356 9.10253 -9.86537
N -7.52410 4.35326 -8.94769
H -5.08011 5.21915 -8.94612
H -5.50678 4.76525 -7.33960
H -5.39604 6.49983 -7.65631
H -7.73340 5.96991 -7.46655
H -8.65539 6.64603 -9.42595
H -7.18126 6.38170 -10.40854
H -7.26276 10.04767 -9.63317
H -8.83594 9.23117 -9.86277
H -7.47009 8.71941 -10.84566
H -6.91772 3.68235 -8.49790
H -7.24578 4.28229 -9.91598
C -2.79638 12.78748 -0.91136
C -3.19974 11.70267 0.03869
C -2.58260 10.31338 -0.15904
O -2.92577 9.38851 0.82261
C -4.14975 8.73206 0.44751
N -2.82724 12.23219 1.26072
H -2.94663 12.31802 -1.88353
H -1.73687 13.04128 -0.94454
H -3.34624 13.71469 -1.07274
H -4.28801 11.64727 0.01252
H -1.50115 10.41861 -0.07249
H -2.72005 9.99123 -1.19123
H -4.05954 8.12549 -0.45363
H -5.03042 9.37264 0.40081
H -4.20720 7.99484 1.24832
H -1.84758 12.08452 1.45708
H -3.18949 11.63068 1.98671
C 4.29053 -9.75788 6.67960
C 2.77707 -9.45333 6.53110
C 2.25076 -9.01842 7.82923
O 2.58691 -9.82951 8.92243
C 2.03178 -9.37654 10.07156
N 2.67619 -8.43417 5.48784
H 4.78608 -9.82783 5.71127
H 4.39688 -10.65298 7.29244
H 4.88006 -8.92235 7.05700
H 2.42428 -10.46530 6.33214
H 1.16145 -8.97959 7.83109
H 2.59530 -7.99221 7.95683
H 0.94260 -9.39995 10.03640
H 2.40072 -8.38651 10.33963
H 2.30848 -10.01953 10.90707
H 1.83570 -8.79195 5.05694
H 3.39715 -8.64913 4.81397
C 4.14651 7.42573 -9.02226
C 3.70721 6.60779 -7.82426
C 2.14479 6.58489 -7.42986
O 1.59788 7.78822 -6.87576
C 1.83985 7.85684 -5.47251
N 3.98941 5.22598 -8.14761
H 3.49206 8.29643 -9.06312
H 4.17150 7.00575 -10.02779
H 5.18786 7.70867 -8.86849
H 4.33892 6.91478 -6.99072
H 1.85669 5.73721 -6.80814
H 1.56706 6.30101 -8.30948
H 1.60876 8.85630 -5.10400
H 2.88840 7.60283 -5.31729
H 1.18329 7.13605 -4.98519
H 3.81494 4.67900 -7.31665
H 4.98109 5.17440 -8.33207
C -0.80599 -3.03612 9.42273
C -1.05692 -3.40577 10.87661
C -0.78030 -2.31160 11.98225
O 0.58123 -1.99445 11.71169
C 0.93512 -0.85993 12.56545
N -2.23607 -4.16401 10.84676
H -1.54465 -2.39449 8.94231
H -0.64583 -3.90302 8.78168
H 0.15454 -2.53660 9.29651
H -0.29420 -4.16907 11.03061
H -0.92891 -2.73222 12.97677
H -1.43050 -1.44459 11.86552
H 1.07069 -1.22763 13.58257
H 0.24456 -0.03319 12.39891
H 1.88599 -0.41498 12.27229
H -2.96881 -3.50521 10.62497
H -2.15963 -4.85496 10.11406
C 0.20677 4.62377 4.58719
C 0.54455 3.54496 5.50499
C -0.74653 2.89534 6.17724
O -1.58430 3.86046 6.74155
C -1.02291 4.62815 7.78891
N 1.39938 2.57819 4.88456
H 1.07001 5.19870 4.25199
H -0.48444 5.41209 4.88531
H -0.15115 4.18376 3.65639
H 1.06504 4.07654 6.30162
H -0.57569 2.06243 6.85929
H -1.18658 2.48569 5.26804
H -1.86774 4.98783 8.37626
H -0.35566 5.39276 7.39112
H -0.52875 3.96644 8.50030
H 2.24619 3.10829 4.73619
H 1.04587 2.31954 3.97449
C -2.60815 -3.38535 -11.03784
C -1.68146 -3.23926 -9.78837
C -2.35744 -2.32119 -8.73914
O -2.11290 -0.97071 -9.04692
C -0.85016 -0.39975 -8.60197
N -1.29808 -4.57607 -9.24283
H -2.30070 -2.53707 -11.64937
H -3.68357 -3.49315 -10.89654
H -2.24706 -4.11643 -11.76120
H -0.82717 -2.62912 -10.08166
H -2.01888 -2.61162 -7.74459
H -3.42187 -2.53716 -8.64717
H -0.68405 -0.60850 -7.54512
H -0.98784 0.67748 -8.69534
H -0.01051 -0.68469 -9.23592
H -2.08005 -5.10866 -8.88931
H -0.70434 -5.17893 -9.79431

The SMILES is COC[C@H](C)N.COC[C@H](C)N.COC[C@H](C)N.COC[C@H](C)N.COC[C@H](C)N.COC[C@H](C)N.COC[C@H](C)N.COC[C@H](C)N.COC[C@H](C)N.COC[C@H](C)N.COC[C@H](C)N. The orbital gap is 8.96 eV. Its HOMO energy is -8.69 eV. For the energy above the lowest of the compared OMol25 structures with the same formula, charge and spin, the calculation gives 9.040 eV.


Record 2
Formula: C44H121N11O11
Source: the OMol25 dataset
Level of theory: wB97M-V/def2-TZVPD

Element x y z (Å)
C -9.16734 0.18812 0.26339
C -8.03316 -0.79654 0.21030
C -7.08209 -0.31442 1.36293
O -6.00996 -1.10547 1.67247
C -4.98123 -1.16101 0.68835
N -8.52163 -2.10637 0.33429
H -9.72761 0.11674 1.17790
H -9.88650 -0.03863 -0.50648
H -8.88303 1.24459 0.13062
H -7.47740 -0.67747 -0.74259
H -7.69794 -0.28261 2.24447
H -6.74512 0.71871 1.05849
H -4.66053 -0.17614 0.33791
H -5.28301 -1.68376 -0.25212
H -4.16398 -1.72407 1.13614
H -7.96327 -2.66364 0.99547
H -9.43842 -2.12444 0.79852
C 1.12611 3.17660 0.24343
C 0.28267 4.00957 -0.71626
C 1.02405 5.29664 -0.95978
O 0.20534 6.22549 -1.78297
C 1.00857 7.12639 -2.52744
N 0.18850 3.40009 -2.03602
H 2.20127 3.18438 -0.10630
H 0.77601 2.16885 0.37810
H 1.13765 3.68861 1.19847
H -0.69922 4.14296 -0.19797
H 1.92219 5.01588 -1.48472
H 1.34682 5.79734 -0.04168
H 1.75140 7.61450 -1.90735
H 0.35621 7.89229 -2.95659
H 1.57031 6.59977 -3.36803
H -0.27132 2.50303 -2.14412
H -0.35237 4.05069 -2.63988
C -3.89276 2.96378 -0.10491
C -4.00116 2.81223 1.39544
C -2.71727 3.29174 2.13565
O -1.55796 2.56311 1.81921
C -1.42752 1.37589 2.65210
N -5.07379 3.70084 1.90323
H -3.76567 3.93595 -0.46094
H -4.78620 2.60636 -0.64727
H -3.07559 2.32335 -0.54897
H -4.12462 1.76709 1.58956
H -2.87664 3.18628 3.23629
H -2.60565 4.28289 1.72299
H -1.45603 1.60783 3.70440
H -0.53403 0.86946 2.27387
H -2.23808 0.65196 2.40843
H -5.10112 3.63965 2.92515
H -5.95181 3.50754 1.53124
C 3.23409 -2.82249 -2.45636
C 4.24808 -1.83600 -3.01668
C 3.53481 -0.56769 -3.44207
O 2.29447 -0.86264 -4.07818
C 1.77551 0.23276 -4.80357
N 5.29595 -1.68696 -2.06293
H 2.57753 -3.02245 -3.29695
H 2.67869 -2.32366 -1.67991
H 3.74338 -3.64921 -1.99062
H 4.60051 -2.23244 -3.95956
H 4.18445 0.05062 -4.10454
H 3.28679 0.01609 -2.60776
H 1.81646 1.19030 -4.28430
H 0.72256 0.06994 -5.00931
H 2.36405 0.26819 -5.78028
H 4.89090 -1.38965 -1.20562
H 5.98272 -1.03462 -2.35185
C 0.25216 -2.08395 4.40693
C -0.49572 -2.75218 3.32778
C 0.45745 -3.55366 2.43592
O -0.31089 -4.42688 1.61146
C 0.40303 -4.82993 0.44368
N -1.54682 -3.68784 3.86870
H 1.00041 -1.44238 4.02575
H 0.69806 -2.84543 5.07923
H -0.41676 -1.53324 5.06286
H -1.04901 -2.03589 2.72488
H 0.99651 -4.22126 3.11005
H 1.15074 -2.84858 1.88397
H -0.21994 -5.58809 -0.05518
H 1.35345 -5.33873 0.77115
H 0.61906 -4.00234 -0.18683
H -2.12866 -4.09557 3.13277
H -1.03712 -4.45214 4.27586
C 5.05521 -2.86824 5.84470
C 4.38092 -3.85595 4.91456
C 4.37273 -3.39591 3.42371
O 3.79543 -4.43865 2.71646
C 4.02003 -4.36705 1.31299
N 5.07001 -5.16610 4.85389
H 5.05451 -3.22707 6.86964
H 4.78846 -1.80647 5.65096
H 6.16550 -2.93313 5.71453
H 3.35323 -3.99528 5.24632
H 5.38490 -3.25916 3.08119
H 3.83190 -2.43527 3.17984
H 3.82190 -3.36964 0.88378
H 3.34462 -5.04232 0.87728
H 5.11151 -4.63912 1.12920
H 4.93836 -5.74012 5.75280
H 4.57157 -5.68236 4.10882
C -0.38195 -4.18236 -3.57647
C -0.01571 -4.34823 -5.05028
C -0.52673 -3.36128 -6.00381
O -1.93200 -3.12261 -5.93753
C -2.73082 -4.29165 -6.03265
N 1.37851 -4.58238 -5.24580
H 0.00559 -3.23623 -3.14497
H -0.00416 -5.00387 -2.95803
H -1.42165 -4.19825 -3.40496
H -0.53371 -5.25412 -5.37777
H -0.17123 -3.69949 -6.99281
H -0.01012 -2.39715 -5.87708
H -3.80227 -4.04499 -5.95125
H -2.54757 -5.00028 -5.24216
H -2.52286 -4.74539 -6.97819
H 1.93547 -3.78097 -5.42537
H 1.80579 -4.97414 -4.37760
C 7.05319 4.10825 1.80937
C 6.57079 4.68694 0.47636
C 5.29071 4.10186 -0.01732
O 5.64849 2.79780 -0.37936
C 4.61158 1.96792 -0.80573
N 6.43280 6.15841 0.48572
H 6.24025 4.05294 2.55296
H 7.82220 4.73711 2.21089
H 7.36222 3.04728 1.93615
H 7.29085 4.50107 -0.33591
H 4.79088 4.68652 -0.83000
H 4.55187 4.15738 0.89500
H 5.12057 1.13692 -1.29141
H 3.98690 2.40396 -1.49326
H 3.98753 1.64661 0.01083
H 5.87217 6.44448 1.25658
H 7.32467 6.61931 0.58038
C -1.48995 -1.47902 -0.62329
C -0.65089 -0.19683 -0.92910
C 0.78067 -0.38187 -0.43797
O 0.85715 -0.33165 1.01794
C 2.21978 -0.44591 1.38519
N -0.51604 -0.03761 -2.36246
H -1.16912 -2.20538 -1.34925
H -2.59985 -1.31254 -0.75129
H -1.30622 -1.92338 0.37713
H -1.09133 0.69624 -0.39227
H 1.49280 0.33852 -0.90313
H 1.12014 -1.42304 -0.67465
H 2.62384 -1.40926 0.83220
H 2.25474 -0.59617 2.46571
H 2.84083 0.36272 1.03699
H 0.09460 -0.81265 -2.68443
H -1.39638 -0.10513 -2.90331
C -4.68906 -1.60508 -3.98487
C -4.68430 -0.12827 -4.39559
C -5.08456 0.70048 -3.17858
O -6.46477 0.51025 -2.71269
C -7.47314 1.22012 -3.42782
N -3.24369 0.15468 -4.69169
H -4.30198 -2.26884 -4.78493
H -5.70400 -1.89846 -3.65458
H -3.98486 -1.61800 -3.11946
H -5.31308 0.07814 -5.27464
H -4.92916 1.74047 -3.35899
H -4.53410 0.38333 -2.26230
H -7.44066 2.27459 -3.17672
H -8.42274 0.82668 -3.08250
H -7.30833 1.02111 -4.49148
H -2.81018 -0.67522 -5.09156
H -3.27439 0.86179 -5.42682
C 3.11502 2.70058 3.16956
C 1.67980 2.67454 3.55476
C 1.34201 1.95919 4.88566
O 1.77676 2.79294 5.91768
C 1.64893 2.22683 7.23247
N 1.08458 3.99497 3.49851
H 3.53056 1.70383 3.07121
H 3.73220 3.19288 3.92218
H 3.20798 3.20201 2.22162
H 1.25603 2.15652 2.68709
H 1.77173 0.99990 5.10683
H 0.23727 1.84677 5.00493
H 2.07867 2.84781 8.00030
H 2.12472 1.26291 7.36853
H 0.65472 1.93174 7.40286
H 1.08755 4.41744 4.40397
H 0.10378 3.91019 3.33301

The SMILES is COC[C@H](C)N.COC[C@H](C)N.COC[C@H](C)N.COC[C@H](C)N.COC[C@H](C)N.COC[C@H](C)N.COC[C@H](C)N.COC[C@H](C)N.COC[C@H](C)N.COC[C@H](C)N.COC[C@H](C)N. The orbital gap is 9.34 eV. Its HOMO energy is -8.75 eV. For the energy above the lowest of the compared OMol25 structures with the same formula, charge and spin, the calculation gives 3.429 eV.